# 1
{"formula": "C6H6Cl2", "method": "ωB97M-V/def2-TZVPD", "symbols": ["C", "C", "C", "C", "C", "C", "Cl", "Cl", "H", "H", "H", "H", "H", "H"], "positions_angstrom": [[1.42125, 1.60599, -0.20673], [1.29186, 2.89824, -0.46027], [-0.09206, 1.28235, -0.02849], [-0.21685, -0.18403, -0.43460], [0.90847, -0.90026, 0.30500], [2.15407, -0.09035, 0.04255], [2.92374, -0.48143, -1.49037], [3.32259, -0.04655, 1.34292], [-0.34897, 1.41172, 1.02386], [-0.75373, 1.91274, -0.62295], [-1.19829, -0.56942, -0.15968], [-0.07997, -0.29288, -1.51110], [0.70912, -0.90481, 1.37704], [1.03550, -1.92936, -0.03731]], "atomic_forces_ev_per_a": [[0.2, -0.9, 0.3], [1.1, -2.5, 0.3], [-0.4, 0.1, 0.0], [0.1, 0.0, 0.1], [-0.2, 0.0, -0.1], [-0.7, 3.6, -0.7], [0.0, -0.1, 0.0], [0.0, -0.1, 0.0], [-0.1, -0.1, 0.0], [0.0, 0.0, 0.1], [0.0, -0.1, -0.1], [-0.1, 0.0, 0.0], [0.0, 0.0, 0.0], [0.1, 0.1, 0.1]], "lumo_energy_ha": -0.007, "e_tot_ha": -1152.432280, "e_homo_ha": -0.3602, "gap_ev": 9.62, "charge": 0}

***

# 2
{"formula": "CH13CrO6", "method": "ωB97M-V/def2-TZVPD", "symbols": ["Cr", "C", "O", "H", "H", "H", "O", "H", "H", "O", "H", "H", "O", "H", "H", "O", "H", "H", "O", "H", "H"], "positions_angstrom": [[-0.14872, 0.32680, -0.00330], [0.99527, -2.62305, -0.45913], [0.13848, -1.68603, -1.07172], [0.93414, -3.66008, -0.78917], [2.02199, -2.28028, -0.58747], [0.75181, -2.76882, 0.59328], [-2.39631, 0.29656, -0.39986], [-2.69726, -0.45411, -0.91189], [-3.18701, 0.81281, -0.24335], [0.00219, 1.52485, -1.75644], [0.84868, 1.66693, -2.18012], [-0.62689, 1.97517, -2.32009], [-0.38635, -0.51106, 1.87241], [0.19124, -0.61695, 2.62832], [-1.06409, -1.17613, 1.99320], [1.84813, 0.57328, 0.25868], [2.54313, 0.73777, 0.89599], [2.30936, 0.42968, -0.56768], [-0.40184, 2.22791, 0.94066], [-0.99655, 2.22521, 1.69069], [-0.67941, 2.97953, 0.41698]], "atomic_forces_ev_per_a": [[-1.5, 0.3, -0.4], [-0.8, -0.7, -0.2], [0.6, -0.9, 0.5], [-0.2, 0.3, -1.1], [0.2, 0.3, 0.2], [0.2, 0.9, 0.5], [0.6, -0.3, 0.0], [-0.2, -0.4, -0.3], [-0.3, 0.4, 0.2], [0.3, -0.4, 0.4], [0.4, 0.1, -0.2], [-0.6, 0.0, -0.2], [-0.2, 0.0, -0.4], [0.5, 0.2, 0.3], [-0.6, -0.3, 0.1], [1.0, -0.1, -0.3], [0.2, 0.2, 0.6], [0.6, -0.1, -0.3], [-0.2, 0.1, 0.2], [-0.2, 0.1, 0.6], [0.1, 0.5, -0.3]], "lumo_energy_ha": [-0.255, -0.369], "e_tot_ha": -1541.182571, "spin_multiplicity": 6, "e_homo_ha": [-0.5941, -0.6853], "gap_ev": [9.24, 8.60], "charge": 2}

***

# 3
{"formula": "C20H21N7RuS3", "method": "ωB97M-V/def2-TZVPD", "symbols": ["Ru", "N", "C", "S", "N", "N", "C", "C", "C", "C", "C", "C", "N", "H", "H", "H", "H", "H", "H", "H", "S", "C", "C", "C", "C", "C", "C", "C", "C", "C", "N", "H", "H", "H", "H", "H", "H", "C", "N", "C", "C", "N", "C", "S", "H", "H", "H", "H", "H", "H", "H", "H"], "positions_angstrom": [[0.93164, -0.49009, 0.77214], [3.75282, 0.01419, 3.94803], [3.18661, 0.01639, 2.73961], [2.19375, -1.34328, 2.52390], [3.43766, 0.94715, 1.87682], [2.65269, 0.88147, 0.79694], [2.86382, 1.73996, -0.12747], [1.93270, 1.82500, -1.28455], [2.02030, 2.87409, -2.21490], [1.11987, 2.78512, -3.30244], [0.23654, 1.70990, -3.30941], [0.24363, 0.67946, -2.37112], [1.04049, 0.80186, -1.30080], [3.47432, -0.64129, 4.69586], [4.48014, 0.65860, 4.13193], [3.63378, 2.45825, 0.00681], [2.78384, 3.58425, -2.00101], [1.09142, 3.50272, -4.06314], [-0.49043, 1.53229, -4.15226], [-0.41774, -0.19417, -2.43397], [-1.88082, -3.81118, 0.37973], [-2.44394, -2.86060, 1.72742], [-1.64742, -1.85668, 1.99254], [-0.54462, -1.73677, 1.12313], [-0.54218, -2.85951, 0.19865], [0.60893, -3.02304, -0.71911], [0.93984, -4.25261, -1.38483], [2.14206, -4.31807, -2.13013], [2.88267, -3.13886, -2.22538], [2.40979, -1.99607, -1.72720], [1.38809, -1.91817, -0.84641], [-3.30032, -3.06356, 2.33972], [-1.72647, -1.21144, 2.80823], [0.17299, -4.99800, -1.19968], [2.54104, -5.19674, -2.57747], [3.75804, -3.15352, -2.81959], [3.06547, -1.13346, -1.65650], [-3.03773, 2.87053, 2.46928], [-2.94611, 2.19460, 1.17480], [-4.18407, 2.00525, 0.44600], [-3.79766, 1.13274, -0.76038], [-2.49003, 0.66933, -0.33287], [-2.02333, 1.34109, 0.74317], [-0.51016, 1.24880, 1.53245], [-3.52180, 2.23906, 3.23268], [-3.56700, 3.76424, 2.38288], [-2.06772, 3.13993, 2.82743], [-4.66199, 3.00190, 0.18619], [-4.88411, 1.60579, 1.16921], [-3.74499, 1.75461, -1.68576], [-4.55704, 0.34563, -0.96813], [-1.99728, -0.12706, -0.63103]], "atomic_forces_ev_per_a": [[-0.3, 0.5, -0.1], [-0.2, -0.6, 0.7], [0.7, 0.3, 1.0], [-1.6, -1.3, -0.5], [0.7, 0.5, 0.6], [-0.6, -0.4, -0.6], [-1.3, 0.3, -0.7], [0.2, -0.4, 0.9], [-1.2, -2.1, 0.0], [0.4, -0.9, 2.2], [-1.2, -1.1, -1.9], [0.5, 1.3, 0.9], [0.4, 0.2, -1.0], [0.3, 0.6, -1.0], [0.6, 0.7, 0.3], [0.7, 0.5, 0.0], [0.3, 0.8, -0.5], [0.0, 0.9, -1.0], [1.0, 0.6, 0.8], [0.3, 0.4, 0.0], [-1.2, -0.8, 0.4], [-1.1, -1.6, -0.3], [1.7, 1.3, 0.0], [1.0, -1.4, -2.0], [1.7, 2.0, 0.3], [0.5, -0.9, -0.9], [-0.1, 1.6, 0.5], [-1.5, 0.9, 1.4], [-0.6, -2.2, -1.5], [0.5, 2.3, 3.1], [-1.0, -1.8, -0.7], [-0.4, -0.6, -0.3], [-0.5, 0.9, 1.2], [0.7, -0.6, -0.4], [-0.1, -0.7, -0.2], [0.8, 0.2, -0.3], [-0.2, 0.2, -0.7], [0.8, -1.5, 0.3], [0.2, 0.2, 0.1], [-1.3, 1.6, -0.2], [-1.2, 0.5, -0.5], [0.5, 0.7, 1.0], [-0.9, 0.2, -0.1], [0.2, 0.2, 0.2], [0.1, 0.0, -0.4], [-1.1, 1.4, -0.4], [0.7, 0.0, 0.1], [0.9, -1.1, -0.1], [-0.4, -0.8, -0.1], [0.2, -0.4, 0.6], [0.8, 0.3, 0.3], [0.4, -0.9, -0.7]], "lumo_energy_ha": [-0.220, -0.305], "e_tot_ha": -2446.879736, "spin_multiplicity": 5, "e_homo_ha": [-0.4995, -0.5130], "gap_ev": [7.60, 5.67], "charge": 2}

***

# 4
{"formula": "C21H23N3O4", "method": "ωB97M-V/def2-TZVPD", "symbols": ["C", "C", "C", "C", "C", "C", "C", "H", "O", "C", "C", "O", "N", "N", "C", "O", "C", "C", "C", "C", "C", "C", "H", "H", "N", "C", "O", "C", "C", "C", "H", "H", "H", "H", "H", "H", "H", "H", "H", "H", "H", "H", "C", "H", "H", "H", "H", "H", "H", "H", "H"], "positions_angstrom": [[-2.77326, -2.64896, -0.85446], [-1.43796, -2.40101, -0.22878], [-1.26842, -2.52105, 1.14709], [-0.04021, -2.26510, 1.71872], [1.07794, -1.89557, 0.97260], [0.91586, -1.81718, -0.41114], [-0.33414, -2.05222, -0.98346], [-0.41057, -1.95781, -2.05631], [1.87187, -1.45825, -1.34582], [3.23082, -1.80763, -1.18388], [4.08771, -0.61132, -0.75618], [5.15310, -0.70046, -0.19318], [3.52581, 0.55471, -1.16344], [3.94657, 1.80490, -0.72157], [3.25714, 2.53573, 0.21409], [3.76356, 3.48420, 0.76526], [1.84843, 2.08200, 0.42074], [0.95709, 1.98276, -0.64330], [-0.32477, 1.50882, -0.44605], [-0.74192, 1.13048, 0.82857], [0.14961, 1.24002, 1.89491], [1.42721, 1.72141, 1.69543], [2.11360, 1.81120, 2.52348], [-0.16967, 0.94288, 2.88243], [-2.00530, 0.59394, 1.06608], [-3.19740, 0.80700, 0.42761], [-4.11454, 0.02713, 0.59382], [-3.31207, 2.04397, -0.38732], [-4.70139, 2.48216, -0.77087], [-3.80550, 1.90647, -1.80895], [-3.37642, 2.55960, -2.55413], [-4.01640, 0.90740, -2.15936], [-5.51225, 1.86750, -0.41148], [-4.90785, 3.54085, -0.78440], [-2.57485, 2.80641, -0.17529], [-2.03569, -0.15577, 1.74823], [-0.99182, 1.39973, -1.28557], [1.26197, 2.29356, -1.63314], [4.94832, 1.95571, -0.77729], [2.59074, 0.50997, -1.55413], [3.58570, -2.13468, -2.16978], [3.37452, -2.63119, -0.48337], [2.34663, -1.59395, 1.71962], [3.01827, -2.45238, 1.73865], [2.10684, -1.34640, 2.75136], [2.88162, -0.75146, 1.29095], [0.06981, -2.34668, 2.79115], [-2.10629, -2.80939, 1.76489], [-2.73191, -2.51313, -1.93192], [-3.10728, -3.66353, -0.64247], [-3.51289, -1.96541, -0.43862]], "atomic_forces_ev_per_a": [[-0.1, 0.0, 0.0], [0.1, 0.0, 0.0], [0.1, -0.1, 0.0], [-0.2, -0.1, -0.1], [0.3, 0.1, -0.2], [-0.3, -0.1, 0.1], [0.1, 0.0, 0.0], [0.0, 0.0, -0.1], [-0.1, 0.1, 0.1], [0.3, -0.2, -0.1], [-0.2, 0.0, -0.1], [0.2, -0.1, 0.1], [-0.5, 0.4, -0.1], [0.6, -0.4, -0.4], [-0.2, -0.1, 0.0], [0.0, 0.1, 0.1], [-0.2, 0.0, 0.1], [0.1, 0.1, 0.2], [0.0, -0.1, 0.1], [0.3, 0.3, -0.1], [-0.1, 0.0, -0.1], [0.1, 0.0, -0.2], [0.1, 0.0, 0.1], [-0.1, 0.0, 0.1], [-0.1, -0.3, 0.5], [0.1, 0.1, 0.0], [-0.3, -0.1, 0.0], [-0.1, 0.1, 0.0], [-0.1, 0.0, 0.1], [0.0, 0.0, -0.1], [0.0, 0.1, 0.0], [0.0, -0.1, 0.1], [0.0, -0.1, 0.0], [0.1, 0.1, 0.0], [-0.1, 0.0, -0.1], [-0.1, 0.1, -0.2], [-0.1, 0.0, -0.1], [0.0, 0.0, -0.1], [-0.2, 0.0, 0.0], [0.3, 0.0, 0.1], [0.0, 0.0, 0.2], [0.0, 0.1, 0.0], [0.1, 0.0, -0.1], [0.1, 0.0, 0.0], [0.0, 0.0, 0.0], [0.1, 0.0, 0.1], [0.0, 0.0, 0.1], [-0.1, 0.0, 0.1], [0.0, 0.0, -0.1], [0.0, -0.1, 0.0], [-0.1, 0.0, 0.0]], "lumo_energy_ha": 0.021, "e_tot_ha": -1279.260211, "e_homo_ha": -0.3158, "gap_ev": 9.16, "charge": 0}